Computed, not measured: a structure of composition C50H44N6O2P2Pt, with the ωB97M-V functional and the def2-TZVPD basis.

Energy relative to the best compared isomer or geometry (same formula, charge and spin) (kcal per mole): 38.12
Largest force on an atom (hartree/bohr): 0.0400
LUMO energy (alpha / beta) (eV): -13.11 / -13.11
Electronic energy (Eh): -3211.38905
Kohn-Sham gap (alpha / beta) (Ha): 0.14887 / 0.14900

Geometry as ORCA input:
```
! RIJCOSX wB97M-V def2-TZVPD def2/J DEFGRID3
* xyz 4 1
Pt 0.627 0.308 0.297
C -2.880 -0.970 -3.066
O -3.338 -0.253 -1.904
C -2.276 0.004 -1.157
N -1.137 -0.427 -1.551
C -1.410 -1.306 -2.702
C -0.422 -1.305 -3.835
C -0.795 -1.714 -5.085
C 0.163 -1.906 -6.093
C 1.544 -1.757 -5.848
C 1.958 -1.363 -4.619
C 1.006 -1.037 -3.546
C -2.480 0.662 0.145
C -3.734 1.125 0.523
C -3.900 1.619 1.809
C -2.814 1.642 2.670
C -1.588 1.177 2.211
N -1.426 0.691 0.976
C -0.379 1.241 3.048
N 0.794 0.982 2.610
C 1.743 1.311 3.694
C 0.805 1.596 4.896
O -0.515 1.634 4.297
C 2.826 0.299 3.990
C 3.504 0.374 5.205
C 4.523 -0.520 5.494
C 4.886 -1.490 4.568
C 4.217 -1.566 3.354
C 3.201 -0.668 3.065
H -2.969 -0.318 -3.937
H -3.518 -1.840 -3.199
H -1.349 -2.336 -2.309
H -1.831 -1.934 -5.313
H -0.165 -2.196 -7.086
H 2.258 -1.966 -6.634
H 3.015 -1.230 -4.410
H 0.429 0.595 -2.353
H -4.559 1.077 -0.173
H -4.867 1.976 2.138
H -2.902 2.011 3.682
H 2.256 2.237 3.399
H 0.982 2.549 5.386
H 0.821 0.798 5.638
H 3.238 1.133 5.933
H 5.037 -0.464 6.444
H 5.693 -2.175 4.790
H 4.500 -2.320 2.629
H 2.681 -0.720 2.119
N 2.615 -1.730 -0.710
P 2.790 -0.044 -0.670
C 4.575 0.117 -0.443
C 5.381 -0.421 -1.457
C 6.757 -0.354 -1.347
C 7.336 0.244 -0.231
C 6.538 0.766 0.776
C 5.154 0.706 0.677
C 2.522 0.711 -2.354
C 3.354 1.728 -2.746
C 3.055 2.532 -3.861
C 1.876 2.360 -4.604
C 1.004 1.384 -4.244
C 1.250 0.501 -3.096
P 1.113 -2.279 -0.090
C 1.266 -2.895 1.613
C 2.106 -3.967 1.915
C 2.097 -4.494 3.195
C 1.240 -3.975 4.159
C 0.399 -2.913 3.856
C 0.407 -2.376 2.577
C 0.872 -3.834 -0.996
C -0.089 -4.729 -0.511
C -0.258 -5.962 -1.115
C 0.521 -6.316 -2.212
C 1.460 -5.424 -2.713
C 1.627 -4.181 -2.120
H 3.409 -2.342 -0.868
H 4.935 -0.899 -2.324
H 7.382 -0.767 -2.128
H 8.414 0.293 -0.148
H 6.994 1.224 1.644
H 4.534 1.103 1.470
H 4.259 1.930 -2.188
H 3.753 3.312 -4.147
H 1.673 2.999 -5.454
H 0.099 1.218 -4.821
H 1.271 -1.564 -2.620
H 2.758 -4.392 1.160
H 2.739 -5.332 3.434
H 1.213 -4.417 5.146
H -0.271 -2.520 4.609
H -0.262 -1.566 2.315
H -0.685 -4.467 0.356
H -0.987 -6.659 -0.723
H 0.395 -7.285 -2.677
H 2.072 -5.703 -3.561
H 2.371 -3.504 -2.527
N 0.526 4.735 0.170
C -0.036 4.551 -1.063
C -0.029 3.205 -1.272
N 0.531 2.578 -0.180
C 0.849 3.534 0.674
H 0.656 5.632 0.617
H -0.388 5.363 -1.677
H -0.402 2.666 -2.126
H 1.309 3.387 1.637
*
```